# 1
A cluster of 2 separate species, C5H14N2 in total in a non-equilibrium geometry. Source: the OMol25 dataset; level of theory: ωB97M-V with the def2-TZVPD basis set.

Positions of all 21 atoms, in Å:
1 C -1.92 3.42 -1.04
2 N 0.10 0.79 0.03
3 C -1.56 -1.23 0.96
4 C -0.10 -1.63 0.73
5 C 0.63 -0.43 0.14
6 C 2.15 -0.51 0.08
7 N 2.63 -1.81 -0.43
8 H -2.10 4.08 -0.21
9 H -1.26 2.59 -0.79
10 H -2.92 3.03 -1.35
11 H -1.48 4.00 -1.84
12 H -1.60 -0.17 1.30
13 H -2.02 -1.91 1.67
14 H -2.12 -1.24 0.06
15 H 0.39 -1.94 1.67
16 H -0.03 -2.47 0.07
17 H 0.21 -0.16 -1.07
18 H 2.41 0.29 -0.68
19 H 2.53 -0.29 1.07
20 H 3.68 -1.83 -0.57
21 H 2.39 -2.56 0.20

Calculated values
multiplicity: 2
max |F|: 3.6 eV/A
total charge: +1
<S²>: 0.759
calculated total energy: -8380.093 eV
relative energy (zero: lowest compared OMol25 entry of this formula, charge and spin): 416.55 kJ/mol

***

# 2
The ion C5H14N2 with charge +1 in a non-equilibrium geometry. Source: the OMol25 dataset; level of theory: ωB97M-V with the def2-TZVPD basis set.

Positions of all 21 atoms, in Å:
1 C 2.04 0.93 -1.47
2 C 0.69 1.02 -0.68
3 C -0.05 -0.14 0.01
4 C -1.07 0.32 1.02
5 C -1.94 -0.86 1.46
6 N -2.70 -1.58 0.42
7 N 3.00 0.26 -0.69
8 H 1.86 0.32 -2.37
9 H 2.40 1.93 -1.69
10 H -0.01 1.60 -1.28
11 H 1.01 1.71 0.13
12 H 0.61 -0.97 0.30
13 H -0.48 -0.75 -0.81
14 H -0.65 0.82 1.88
15 H -1.74 1.03 0.52
16 H -1.38 -1.58 2.05
17 H -2.78 -0.54 2.09
18 H -2.81 -1.06 -0.45
19 H -2.32 -2.46 0.06
20 H 3.06 -0.76 -0.65
21 H 3.29 0.75 0.16

Calculated values
multiplicity: 2
max |F|: 3.0 eV/A
total charge: +1
<S²>: 0.755
calculated total energy: -8382.771 eV
relative energy (zero: lowest compared OMol25 entry of this formula, charge and spin): 158.12 kJ/mol

***

# 3
The ion C5H14N2 with charge +1 in a non-equilibrium geometry. Source: the OMol25 dataset; level of theory: ωB97M-V with the def2-TZVPD basis set.

Positions of all 21 atoms, in Å:
1 N 0.68 -1.67 -0.21
2 C 0.68 -0.20 0.25
3 C -0.48 0.57 -0.36
4 C -1.89 0.10 0.32
5 C -3.11 0.26 -0.54
6 C 1.96 0.42 -0.18
7 N 3.05 0.02 0.76
8 H 1.50 -1.97 0.34
9 H -0.18 -2.14 0.21
10 H 0.83 -0.43 1.38
11 H -0.14 1.65 0.07
12 H -0.29 0.49 -1.48
13 H -1.86 0.87 1.12
14 H -1.92 -0.81 0.98
15 H -3.20 1.31 -0.91
16 H -3.07 -0.45 -1.51
17 H -4.00 0.24 0.17
18 H 2.27 0.13 -1.12
19 H 1.72 1.52 -0.18
20 H 3.86 0.80 0.67
21 H 3.61 -0.69 0.23

Calculated values
multiplicity: 2
max |F|: 5.2 eV/A
total charge: +1
<S²>: 0.755
calculated total energy: -8380.801 eV
relative energy (zero: lowest compared OMol25 entry of this formula, charge and spin): 348.24 kJ/mol

***

# 4
A structure of composition C5H14N2 in a non-equilibrium geometry. Source: the OMol25 dataset; level of theory: ωB97M-V with the def2-TZVPD basis set.

Positions of all 21 atoms, in Å:
1 C -3.13 0.08 -1.07
2 C -2.37 0.47 0.20
3 N -1.25 -0.40 0.47
4 C -0.14 0.20 0.94
5 C 1.13 -0.66 0.76
6 N 1.96 -0.15 -0.31
7 C 3.28 -0.79 -0.41
8 H -4.01 0.66 -1.29
9 H -3.24 -1.00 -1.15
10 H -2.40 0.34 -1.84
11 H -2.99 0.53 1.11
12 H -2.02 1.50 0.05
13 H 0.00 1.18 0.07
14 H -0.33 0.57 1.95
15 H 0.22 1.87 -0.24
16 H 1.73 -0.68 1.67
17 H 0.72 -1.66 0.64
18 H 2.00 0.85 -0.23
19 H 4.06 -0.08 -0.14
20 H 3.37 -1.63 0.26
21 H 3.41 -1.19 -1.42

Calculated values
multiplicity: 2
max |F|: 5.0 eV/A
total charge: +1
<S²>: 0.755
calculated total energy: -8379.551 eV
relative energy (zero: lowest compared OMol25 entry of this formula, charge and spin): 468.83 kJ/mol

***

# 5
A cluster of 2 separate species, C5H14N2 in total in a non-equilibrium geometry. Source: the OMol25 dataset; level of theory: ωB97M-V with the def2-TZVPD basis set.

Positions of all 21 atoms, in Å:
1 C 0.21 -0.64 0.07
2 C -3.12 -0.58 -0.46
3 C 0.92 -0.76 1.29
4 C 1.34 1.57 -0.03
5 C 2.47 -0.53 -0.72
6 N -2.42 0.44 0.22
7 N 1.36 0.12 0.04
8 H -0.40 -1.22 -0.58
9 H -3.09 -0.60 -1.52
10 H -4.17 -0.16 -0.66
11 H -3.05 -1.56 -0.16
12 H 0.62 -0.02 2.18
13 H -2.56 0.34 1.21
14 H 1.50 -1.57 1.70
15 H 1.60 1.91 -1.04
16 H 0.31 2.01 0.32
17 H 2.17 1.91 0.69
18 H 3.32 -0.59 0.01
19 H 2.43 -1.60 -0.92
20 H 2.76 0.20 -1.48
21 H -2.20 1.33 -0.17

Calculated values
max |F|: 4.4 eV/A
total charge: +2
calculated total energy: -8368.319 eV
relative energy (zero: lowest compared OMol25 entry of this formula, charge and spin): 678.41 kJ/mol

***

# 6
The ion C5H14N2 with charge +2 in a non-equilibrium geometry. Source: the OMol25 dataset; level of theory: ωB97M-V with the def2-TZVPD basis set.

Positions of all 21 atoms, in Å:
1 C 1.25 1.04 0.99
2 C 0.49 -0.28 1.08
3 C -0.74 -0.32 0.10
4 C -0.42 -0.13 -1.38
5 C 0.37 -0.84 -2.15
6 N -1.36 0.81 -2.08
7 N 0.21 -0.72 2.50
8 H 2.04 1.09 1.74
9 H 1.77 1.05 0.03
10 H 0.59 1.89 1.14
11 H 1.08 -1.10 0.62
12 H -1.14 -1.34 0.18
13 H -1.43 0.42 0.52
14 H 0.73 -0.44 -3.10
15 H 0.91 -1.72 -1.82
16 H -0.88 1.09 -2.94
17 H -1.66 1.66 -1.59
18 H -2.23 0.34 -2.35
19 H 0.92 -1.42 2.70
20 H -0.69 -1.19 2.67
21 H 0.21 0.08 3.14

Calculated values
max |F|: 2.7 eV/A
total charge: +2
calculated total energy: -8374.676 eV
SMILES string: C=C([NH3+])C[C@@H](C)[NH3+]
relative energy (zero: lowest compared OMol25 entry of this formula, charge and spin): 65.08 kJ/mol

***

# 7
A cluster of 2 separate species, C5H14N2O in total in a non-equilibrium geometry. Source: the OMol25 dataset; level of theory: ωB97M-V with the def2-TZVPD basis set.

Positions of all 22 atoms, in Å:
1 C 1.33 -0.68 -0.51
2 C 1.12 0.40 0.58
3 C -0.28 1.02 0.72
4 C -0.55 1.65 1.90
5 C -1.15 0.90 -1.58
6 N -1.39 0.93 -0.15
7 N 2.76 -0.93 -0.69
8 H 0.80 -1.62 -0.28
9 H 0.76 -0.30 -1.36
10 H 1.58 0.01 1.53
11 H 1.72 1.28 0.31
12 H 0.15 1.71 2.70
13 H -1.24 2.40 2.18
14 H -1.94 1.57 -2.03
15 H -1.45 -0.09 -1.86
16 H -0.17 1.20 -1.86
17 H -2.20 1.29 0.32
18 H 3.05 -1.06 0.27
19 H 2.77 -1.71 -1.30
20 H -1.46 -2.72 0.93
21 H -1.85 -1.61 -0.01
22 O -1.64 -2.53 0.00

Calculated values
multiplicity: 2
max |F|: 4.0 eV/A
total charge: -1
<S²>: 0.750
calculated total energy: -10436.478 eV
relative energy (zero: lowest compared OMol25 entry of this formula, charge and spin): 189.58 kJ/mol

***

# 8
The molecule C5H14N2O in a non-equilibrium geometry. Source: the OMol25 dataset; level of theory: ωB97M-V with the def2-TZVPD basis set.

Positions of all 22 atoms, in Å:
1 C -0.80 -0.18 2.17
2 N -0.81 -0.65 0.79
3 C -0.06 0.31 -0.16
4 C 0.66 -0.62 -1.12
5 C 1.74 -1.39 -0.29
6 O 2.88 -1.46 -1.18
7 C -1.07 1.16 -0.97
8 N -1.28 2.50 -0.50
9 H -1.61 0.49 2.50
10 H 0.16 0.28 2.36
11 H -0.95 -1.06 2.85
12 H -1.76 -0.86 0.50
13 H 0.43 0.93 0.58
14 H 1.11 -0.15 -2.00
15 H -0.03 -1.33 -1.63
16 H 2.10 -0.85 0.58
17 H 1.37 -2.39 -0.12
18 H 3.28 -2.31 -1.31
19 H -0.76 1.18 -2.01
20 H -1.99 0.55 -0.95
21 H -0.51 3.01 -0.09
22 H -2.09 2.82 0.00

Calculated values
max |F|: 3.6 eV/A
calculated total energy: -10438.064 eV
SMILES string: CN[C@H](CN)CCO
relative energy (zero: lowest compared OMol25 entry of this formula, charge and spin): 286.03 kJ/mol

***

# 9
A cluster of 2 separate species, C5H14N2O in total in a non-equilibrium geometry. Source: the OMol25 dataset; level of theory: ωB97M-V with the def2-TZVPD basis set.

Positions of all 22 atoms, in Å:
1 N -0.52 -2.64 1.79
2 C -0.44 -1.53 0.80
3 C -0.03 -0.46 1.82
4 C 0.07 0.98 1.21
5 C 0.13 2.02 2.06
6 C 0.59 -1.64 -0.30
7 N 0.21 -1.20 -1.64
8 H -0.90 -3.47 1.42
9 H 0.43 -2.96 2.25
10 H -1.52 -1.40 0.37
11 H 0.93 -0.72 2.24
12 H -0.88 -0.43 2.61
13 H -0.05 1.10 0.14
14 H 0.38 2.19 3.04
15 H -0.02 3.03 1.75
16 H 0.90 -2.76 -0.31
17 H 1.57 -1.14 -0.20
18 H -0.77 -0.84 -1.57
19 H 0.63 -0.40 -2.02
20 H -0.59 3.34 -5.00
21 H -0.21 4.85 -5.44
22 O 0.08 4.09 -5.02

Calculated values
max |F|: 4.1 eV/A
calculated total energy: -10436.914 eV
SMILES string: C=CC[C@H](N)CN.O
relative energy (zero: lowest compared OMol25 entry of this formula, charge and spin): 396.96 kJ/mol

***

# 10
A cluster of 3 separate species, C5H14N2O in total in a non-equilibrium geometry. Source: the OMol25 dataset; level of theory: ωB97M-V with the def2-TZVPD basis set.

Positions of all 22 atoms, in Å:
1 C 2.04 -0.40 0.69
2 C -0.05 0.58 -0.64
3 C -0.07 -0.17 0.54
4 C -2.20 0.17 -0.39
5 C -2.98 0.03 0.90
6 N 3.06 0.51 0.25
7 N 0.43 0.09 -1.82
8 O 2.16 -1.60 -0.07
9 H 3.10 -1.71 -0.26
10 H 2.17 -0.61 1.76
11 H -0.04 1.67 -0.55
12 H 2.79 0.98 -0.62
13 H 3.24 1.23 0.94
14 H 0.77 -0.87 -1.79
15 H 0.46 0.70 -2.62
16 H -0.20 -1.25 0.49
17 H -0.33 0.34 1.46
18 H -2.49 1.05 -0.96
19 H -2.28 -0.70 -1.04
20 H -2.80 0.87 1.57
21 H -4.07 -0.02 0.73
22 H -2.71 -0.89 1.43

Calculated values
max |F|: 5.4 eV/A
calculated total energy: -10435.241 eV
relative energy (zero: lowest compared OMol25 entry of this formula, charge and spin): 558.35 kJ/mol

***

# 11
The molecule C5H14N2O in a non-equilibrium geometry. Source: the OMol25 dataset; level of theory: ωB97M-V with the def2-TZVPD basis set.

Positions of all 22 atoms, in Å:
1 C -0.01 0.02 -0.21
2 C 0.96 -0.85 0.88
3 C 0.20 1.52 -0.03
4 C -2.44 0.02 -0.90
5 C 2.43 -0.54 0.74
6 N -1.32 -0.44 0.16
7 N 0.27 -0.44 -1.54
8 O -1.68 0.10 1.43
9 H -2.06 -0.65 1.91
10 H 0.17 0.29 -2.24
11 H 1.06 -1.06 -1.63
12 H 0.60 -0.59 1.88
13 H 0.75 -1.90 0.68
14 H 0.16 1.77 1.03
15 H 1.17 1.82 -0.43
16 H -0.58 2.08 -0.54
17 H -2.14 -0.23 -1.91
18 H -3.32 -0.58 -0.65
19 H -2.66 1.08 -0.80
20 H 3.01 -1.18 1.41
21 H 2.65 0.49 1.01
22 H 2.79 -0.72 -0.27

Calculated values
max |F|: 3.7 eV/A
calculated total energy: -10437.706 eV
SMILES string: CC[C@@](C)(N)N(C)O
relative energy (zero: lowest compared OMol25 entry of this formula, charge and spin): 320.52 kJ/mol

***

# 12
A structure of composition C5H14N2O in a non-equilibrium geometry. Source: the OMol25 dataset; level of theory: ωB97M-V with the def2-TZVPD basis set.

Positions of all 22 atoms, in Å:
1 C 0.50 0.74 -0.57
2 C -0.80 -0.65 1.16
3 C 0.75 0.50 0.81
4 C 0.62 -0.34 -1.60
5 C -2.12 -0.34 0.50
6 N 2.22 1.70 -0.62
7 N -0.37 -2.00 0.97
8 O -0.40 1.73 -0.83
9 H -0.32 1.95 -1.77
10 H -0.85 -0.40 2.22
11 H 2.18 2.52 -0.01
12 H 3.03 1.15 -0.32
13 H -0.95 -2.57 0.36
14 H -0.23 -2.50 1.83
15 H 0.60 1.34 1.48
16 H 1.54 -0.20 1.04
17 H 1.39 -0.05 -2.32
18 H -0.31 -0.48 -2.15
19 H 0.92 -1.29 -1.16
20 H -2.36 0.72 0.58
21 H -2.11 -0.61 -0.56
22 H -2.94 -0.91 0.96

Calculated values
max |F|: 6.0 eV/A
calculated total energy: -10436.581 eV
relative energy (zero: lowest compared OMol25 entry of this formula, charge and spin): 429.09 kJ/mol